1.
DFT (ωB97M-V with the def2-TZVPD basis set) results for a 11-piece molecular cluster, C14H51BrN2O13P overall.

Maximum force = 0.055 hartree/bohr
Orbital gap = 7.797 eV
Total charge = +1
HOMO energy = -0.434 hartree

```
82
Properties=species:S:1:pos:R:3:forces:R:3
C 1.9581 -1.2962 0.1143 -0.274 -0.087 0.033
C 0.4851 -1.6759 -0.0819 0.174 0.261 0.231
C -0.4045 -1.0521 0.9915 0.132 -0.376 0.169
N -1.8777 -1.2648 0.7115 0.695 0.143 -0.108
C -2.1547 -2.6825 0.3909 -0.217 0.025 0.170
O -3.5449 -2.7810 0.5218 -0.072 -0.198 -0.106
N -4.0888 -4.0576 -0.2324 -0.069 0.188 -0.003
O -3.8550 -4.9964 0.3515 0.090 -0.117 0.035
P -2.6920 0.0784 -0.4560 0.152 0.450 0.334
O -1.4573 1.0284 -0.7429 -1.649 -0.429 2.252
Br -2.7088 -1.0780 -2.2982 -0.177 -0.482 -0.662
H 2.1127 -0.2222 -0.0136 -0.017 -0.023 0.012
H 2.5598 -1.8111 -0.6340 0.073 0.083 0.095
H 2.2946 -1.5610 1.1179 0.018 -0.001 -0.073
H 0.1625 -1.3704 -1.0815 -0.101 -0.086 0.030
H 0.4023 -2.7644 -0.0117 -0.007 0.063 -0.172
H -0.2221 0.0091 1.1387 -0.079 0.027 -0.163
H -0.2053 -1.5349 1.9520 0.003 0.092 -0.022
H -2.3847 -1.0926 1.5875 -0.008 0.171 0.159
H -1.7993 -2.8998 -0.6165 -0.092 0.012 -0.019
H -1.6091 -3.3168 1.1011 -0.067 0.097 0.061
H -0.9027 0.8807 -1.5578 0.594 0.163 -0.757
C -4.6253 -1.1820 3.7106 0.020 0.086 0.055
O -3.1948 -1.2757 3.7322 0.070 -0.028 -0.597
H -4.8778 -0.2340 4.1763 -0.027 0.001 0.011
H -5.0191 -1.1920 2.6912 0.030 -0.001 -0.012
H -5.0825 -1.9916 4.2798 0.008 0.007 0.032
H -2.9623 -2.1387 3.3759 -0.050 -0.192 0.297
C 1.0648 0.6090 -3.0781 0.341 -0.218 0.009
O -0.2152 1.1322 -2.6924 1.006 0.053 -1.395
H 1.4747 0.0946 -2.2103 0.040 0.073 -0.099
H 0.9732 -0.0991 -3.9031 -0.122 0.000 0.048
H 1.7472 1.4114 -3.3640 -0.217 -0.135 -0.003
H -0.5967 1.6024 -3.4399 -0.259 0.101 0.072
C 0.7142 0.0223 4.3507 0.030 -0.065 -0.051
O 1.6517 -0.0836 3.2746 -0.235 -0.008 -0.107
H 0.4504 -0.9880 4.6586 0.034 -0.029 -0.038
H 1.1616 0.5571 5.1832 -0.133 -0.061 0.083
H -0.1970 0.5415 4.0352 -0.021 -0.022 0.027
H 1.8916 0.8156 3.0319 0.147 0.042 0.095
C 5.3923 -1.0115 -2.1152 -0.128 -0.014 -0.080
O 4.0163 -0.7368 -2.3991 -0.010 -0.155 -0.042
H 5.4649 -1.2441 -1.0563 0.002 0.017 0.017
H 5.7523 -1.8663 -2.6916 0.006 -0.015 0.025
H 6.0265 -0.1503 -2.3215 0.019 0.009 0.035
H 3.9528 -0.5155 -3.3322 0.052 0.072 -0.055
C -0.4321 4.3129 -1.2412 -0.137 -0.024 0.068
O -1.8049 3.9511 -1.2393 0.041 0.104 -0.124
H -0.3696 5.3638 -1.5123 -0.026 0.009 -0.010
H 0.0193 4.1842 -0.2529 0.047 -0.003 -0.019
H 0.1329 3.7304 -1.9739 0.099 0.014 0.002
H -1.8661 3.0259 -0.9893 0.041 -0.019 0.089
C 3.8812 2.2635 5.0667 -0.056 -0.038 0.032
O 2.4752 2.3032 5.3075 0.212 0.176 -0.121
H 4.1015 1.2694 4.6839 0.033 -0.004 0.000
H 4.1870 3.0067 4.3262 -0.012 -0.006 -0.017
H 4.4538 2.4216 5.9823 -0.007 -0.021 0.015
H 2.2554 3.1723 5.6526 -0.047 0.034 0.049
C 9.2731 0.4714 -0.9882 -0.032 -0.062 0.006
O 7.8691 0.5024 -0.7349 0.092 0.095 -0.065
H 9.5087 -0.5403 -1.3080 0.028 -0.002 -0.005
H 9.5604 1.1651 -1.7815 -0.018 -0.001 -0.013
H 9.8526 0.6976 -0.0909 -0.013 -0.012 0.016
H 7.6432 1.3883 -0.4416 -0.012 0.037 0.085
C 3.7920 2.4624 -2.0750 0.265 0.056 0.059
O 4.5538 2.4312 -3.2767 -0.178 -0.047 0.031
H 2.7698 2.6884 -2.3640 0.012 0.157 0.105
H 3.8131 1.4929 -1.5728 -0.064 0.023 0.035
H 4.1350 3.2405 -1.3868 0.007 0.025 -0.060
H 5.4670 2.2324 -3.0565 0.067 -0.005 0.008
C -9.0585 -2.4546 -0.9172 0.022 -0.051 -0.048
O -7.6789 -2.4978 -1.3064 -0.160 0.107 -0.037
H -9.6285 -2.2839 -1.8262 -0.021 0.000 0.002
H -9.3779 -3.3981 -0.4729 0.016 -0.018 -0.014
H -9.2560 -1.6392 -0.2192 0.022 0.019 -0.005
H -7.1485 -2.6502 -0.5229 0.056 -0.001 0.121
C -6.0575 0.3490 -2.6999 -0.181 0.011 0.031
O -7.4471 0.1527 -2.5642 0.004 0.106 0.031
H -5.9147 1.3247 -3.1620 0.053 0.003 0.002
H -5.5523 0.3529 -1.7230 0.027 -0.003 -0.051
H -5.5943 -0.4107 -3.3381 0.009 -0.005 0.018
H -7.5894 -0.6977 -2.1300 0.107 -0.144 -0.040
```
Positions in Å, forces in eV/Å.



2.
DFT (ωB97M-V with the def2-TZVPD basis set) results for C7H16BNO7S in the gas phase.

Maximum force = 0.185 hartree/bohr
Orbital gap = 8.336 eV
HOMO energy = -0.323 hartree

```
33
Properties=species:S:1:pos:R:3:forces:R:3
C 2.2448 -1.0558 1.5982 0.118 0.432 0.926
N 2.4912 -0.0623 0.4840 -1.422 -0.598 -1.300
C 3.5699 -0.5081 -0.4779 1.473 0.158 0.326
B 1.1869 0.3024 -0.2519 1.564 -2.473 -0.029
O 0.7356 -0.6090 -1.3271 -0.489 0.859 3.026
C 0.4162 1.6592 0.2664 -1.210 -0.542 0.618
O 0.7692 1.8087 1.7171 -1.951 -0.108 -1.819
C -1.2122 1.6512 0.0801 -0.391 1.323 0.449
C -1.9855 0.3721 0.7530 -1.107 0.506 -0.027
C -3.0031 -0.3329 -0.3679 -0.368 1.242 1.277
S -2.7310 -2.1743 -0.5769 -3.500 -3.333 -6.121
O -4.1372 -2.7978 -0.9255 4.891 2.532 2.546
O -1.8195 -2.4281 -1.8042 -1.652 1.121 5.454
O -2.1657 -2.8354 0.8898 -1.637 1.904 -1.081
O 1.0464 2.8023 -0.4743 -0.928 -1.746 -3.035
C 0.9844 2.5453 -1.9417 5.553 -0.043 -3.698
O 2.0890 2.5036 -2.7369 -7.321 0.486 6.017
H 1.1795 -0.8724 2.1043 2.205 -0.502 -1.248
H 3.0266 -0.8503 2.4766 -1.554 -0.740 -1.959
H 2.3383 -2.1439 1.1716 -0.270 1.801 1.073
H 4.5179 -0.8260 0.1617 -1.945 0.647 -1.255
H 3.9266 0.4353 -1.1161 -0.988 -2.230 1.202
H 3.2927 -1.4259 -1.1485 0.371 1.735 1.066
H 0.4830 -1.4970 -0.8981 0.758 1.710 -1.202
H -0.0733 1.7439 2.2582 1.347 0.335 -1.174
H -1.5562 1.8067 -1.0523 1.012 -0.583 2.513
H -1.6143 2.6220 0.6465 0.966 -1.946 -1.267
H -2.7207 0.7967 1.5924 1.724 -0.977 -1.782
H -1.2955 -0.4004 1.2973 -1.117 1.396 -1.322
H -4.1299 -0.1738 -0.0101 2.506 -0.793 -0.806
H -2.9256 0.1528 -1.4297 0.154 -1.336 1.974
H -2.8832 -2.5914 1.5652 1.190 -0.623 -1.224
H -0.0453 2.3829 -2.5235 2.016 0.386 1.882
```
Positions in Å, forces in eV/Å.



3.
DFT (ωB97M-V with the def2-TZVPD basis set) results for C29H45BrF5N4NbO7P as an isolated structure.

Maximum force = 0.176 hartree/bohr
Orbital gap = 6.358 eV
Total charge = -1
HOMO energy = -0.234 hartree

```
93
Properties=species:S:1:pos:R:3:forces:R:3
C -2.3001 4.6903 0.2117 0.301 -0.137 0.084
C -2.6361 4.5349 -1.4196 0.058 1.230 2.387
N -1.5915 3.5950 -1.9420 -0.068 0.967 -2.232
C -2.0554 2.1908 -2.1683 -1.381 -0.808 0.424
C -1.5521 1.3013 -0.8926 0.912 0.949 0.512
Nb -1.0591 -0.8986 -1.3439 -1.455 2.902 -0.651
C 0.2978 -0.1238 -3.0248 0.635 1.500 -0.382
C 1.7031 -0.8334 -3.2980 2.092 0.897 -1.445
C 2.9997 0.0139 -2.6612 -0.113 -0.436 -0.690
F 3.9568 0.3381 -3.7864 -1.659 -0.552 2.228
C -2.4169 -1.4592 0.4021 -1.503 -0.330 1.827
C -1.7661 -2.3593 1.5846 -1.042 -0.365 0.058
O -2.0137 -1.6360 2.8775 1.423 -2.080 0.799
C -1.4447 -2.4004 4.0026 0.509 0.496 0.782
C -0.8053 -1.2817 5.0599 -0.505 0.169 -0.706
F 0.5239 -0.8261 4.5620 -4.171 -1.249 2.166
F -0.6880 -1.9042 6.4254 -0.091 2.536 -4.196
F -1.7151 -0.1133 5.0764 3.275 -3.470 0.677
C 0.7113 -0.6429 0.0643 1.976 0.464 1.589
C 1.9304 -1.6516 0.0972 3.080 -4.541 -2.704
O 2.3173 -2.6929 -0.6181 -2.975 7.162 4.675
F 2.9810 -1.2985 1.1398 -2.305 -0.412 -1.910
C -2.8797 -1.0942 -2.6921 -2.181 -1.346 -1.492
C -2.7151 -1.7908 -4.1426 3.577 1.598 -4.292
O -1.8797 -1.5441 -5.1395 -4.887 -1.182 6.566
Br -4.0471 -3.2694 -4.6256 0.760 1.029 0.565
P -0.6628 -3.3833 -1.7888 -4.039 -5.681 -0.423
O -2.1523 -4.0041 -1.9548 4.266 2.682 0.307
O -0.1376 -4.3119 -0.3644 1.162 0.005 -3.074
O 0.1329 -3.7975 -3.2549 -0.579 0.349 1.122
C -0.7044 4.1630 -3.0087 -0.925 0.718 -5.017
C 0.8510 4.5434 -2.5082 -0.995 -0.730 0.450
O -1.0890 4.3289 -4.2867 2.357 -1.026 7.754
H -1.8081 3.6767 0.6000 -1.338 2.227 -0.849
H -1.4900 5.5223 0.3814 -1.557 -1.525 -0.388
H -3.2505 4.9674 0.8471 1.837 -0.574 -1.246
H -3.7440 4.1736 -1.4885 2.151 0.300 -0.329
H -2.5861 5.6224 -1.8576 0.038 -2.269 0.462
H -1.7676 1.7837 -3.2262 -0.193 0.786 2.090
H -3.2489 2.1616 -2.1314 2.467 0.122 -0.230
H -0.5071 1.7826 -0.5705 -2.139 -0.905 -0.640
H -2.2581 1.4560 0.0305 1.208 -0.201 -1.848
H 0.5742 0.9857 -2.6612 -0.620 -2.096 -0.626
H -0.2421 0.0735 -4.0457 0.826 -0.623 1.874
H 1.8993 -0.7767 -4.4769 -0.281 -0.177 2.568
H 1.8740 -1.9349 -3.0144 -0.747 1.793 -0.244
H 2.6982 1.0399 -2.1937 0.464 -1.794 -0.982
H 3.5926 -0.6223 -1.8794 -0.952 1.217 -1.628
H -3.4207 -2.0104 0.0635 2.333 1.166 0.577
H -2.8084 -0.4517 0.9102 0.939 -2.099 -0.918
H -2.3830 -3.3572 1.6589 1.536 1.557 -0.311
H -0.6281 -2.5830 1.5183 -2.006 0.333 -0.054
H -2.2483 -3.0592 4.5813 1.611 1.599 -1.186
H -0.5437 -3.0969 3.7012 -1.766 1.443 0.424
H 1.1553 0.4414 -0.1788 -0.597 -2.398 0.513
H 0.2745 -0.5159 1.1702 1.114 -0.403 -2.163
H -3.4585 -0.0838 -2.8429 1.272 -1.651 -0.003
H -3.6409 -1.7877 -2.0847 1.739 1.412 -1.490
H 0.4230 -5.0954 -0.6552 -0.946 1.373 0.507
H -0.4564 -3.8206 -4.0666 0.478 0.050 1.755
H 1.5709 3.6433 -2.8096 -1.602 2.050 0.299
H 1.1762 5.5730 -2.9700 -0.567 -2.253 0.866
H 0.8581 4.5473 -1.3210 -0.096 0.242 -2.588
N -5.2215 -2.3379 2.1890 -0.227 -0.123 -0.002
C -6.1334 -2.1568 3.1960 0.034 0.004 -0.026
C -7.3911 -2.3576 2.6725 0.106 0.069 0.353
C -7.2316 -2.6769 1.3028 0.179 -0.071 -0.305
C -5.8817 -2.6606 1.0320 -0.008 0.041 0.051
H -4.2182 -2.2485 2.2849 -0.207 0.147 -0.003
H -5.8104 -1.8997 4.1959 -0.074 -0.017 -0.168
H -8.3227 -2.2835 3.2183 0.155 -0.005 -0.070
H -8.0169 -2.8959 0.5909 0.152 0.033 0.100
H -5.3360 -2.8491 0.1171 -0.158 -0.022 0.131
N 5.7992 -2.0616 1.7229 0.228 -0.074 0.060
C 7.1262 -1.7336 1.6224 -0.068 -0.014 0.048
C 7.7689 -2.2124 2.7422 0.161 0.179 -0.296
C 6.7964 -2.8571 3.5433 -0.323 -0.124 0.072
C 5.5897 -2.7515 2.8887 -0.030 0.064 -0.071
H 5.0863 -1.8315 1.0429 0.070 -0.111 0.295
H 7.4982 -1.1877 0.7658 -0.038 -0.087 0.163
H 8.8245 -2.1097 2.9580 -0.165 -0.006 -0.049
H 6.9590 -3.3462 4.4951 -0.046 0.075 -0.155
H 4.6023 -3.1061 3.1525 0.179 0.088 -0.047
N 4.1749 3.4373 -0.0906 -0.062 0.057 0.017
C 3.7590 3.3434 1.2120 -0.021 -0.029 0.086
C 3.9246 4.5768 1.8016 -0.155 -0.359 0.092
C 4.4536 5.4466 0.8183 0.112 0.066 -0.379
C 4.5954 4.7176 -0.3412 0.051 0.069 -0.045
H 4.1713 2.6805 -0.7621 0.023 0.263 0.241
H 3.3832 2.4092 1.6072 0.076 0.150 -0.027
H 3.6887 4.8237 2.8286 0.029 -0.071 -0.176
H 4.7036 6.4923 0.9424 -0.037 -0.176 -0.044
H 4.9597 4.9992 -1.3201 -0.052 -0.028 0.183
```
Positions in Å, forces in eV/Å.



4.
DFT (ωB97M-V with the def2-TZVPD basis set) results for a 2-piece molecular cluster, C4H14N2O2 overall.

Maximum force = 0.019 hartree/bohr
Orbital gap = 9.802 eV
HOMO energy = -0.339 hartree

```
22
Properties=species:S:1:pos:R:3:forces:R:3
N 0.3775 -0.6541 -2.7686 0.365 -0.126 -0.375
C -0.3999 -0.1589 -1.6306 -0.315 0.126 -0.897
C 0.2838 -0.5490 -0.3369 0.049 0.292 0.956
N 0.8191 -1.9094 -0.2794 -0.419 -0.039 0.062
C -0.5667 -0.2492 0.8986 -0.674 0.191 -0.181
C 0.2488 0.1194 2.1234 0.213 -0.575 -0.341
O 1.0232 -0.9549 2.6438 -0.153 -0.111 0.055
H -0.1146 -0.7948 -3.6427 -0.363 0.059 0.369
H 1.1377 -0.0267 -2.9965 0.091 0.010 0.174
H -0.5009 0.9267 -1.6635 0.059 0.207 0.211
H -1.4294 -0.5117 -1.7144 0.040 -0.459 0.161
H 1.1234 0.1378 -0.2192 0.383 0.046 -0.288
H 0.9930 -2.2079 -1.2346 0.194 -0.066 0.011
H 0.1034 -2.5235 0.0987 0.004 -0.049 -0.140
H -1.2770 -1.0554 1.1099 0.267 -0.346 0.090
H -1.2373 0.5875 0.6886 0.272 0.220 -0.104
H 0.9208 0.9346 1.8451 -0.026 0.245 0.080
H -0.4112 0.4440 2.9147 -0.117 0.197 0.294
H 1.2658 -1.5369 1.9120 0.125 0.093 -0.124
O -0.7874 3.0043 0.5676 -0.368 -0.230 -0.227
H -1.5689 3.5280 0.7916 0.495 0.038 0.056
H -0.0031 3.4498 0.8924 -0.124 0.277 0.157
```
Positions in Å, forces in eV/Å.



5.
DFT (ωB97M-V with the def2-TZVPD basis set) results for C12H11F2NPt as an isolated structure.

2S+1 = 3
Maximum force = 0.054 hartree/bohr
Orbital gap (alpha / beta) = 5.213 / 7.600 eV
HOMO energy (alpha / beta) = -0.196 / -0.311 hartree

```
27
Properties=species:S:1:pos:R:3:forces:R:3
Pt -0.0640 0.0304 -0.4213 0.907 2.370 1.056
C 0.1523 0.1077 -2.5747 2.304 -0.061 -0.680
H 1.2432 0.1217 -2.3043 -0.630 0.973 -0.437
H 0.1880 -0.6213 -3.3806 -0.700 -0.306 0.128
H -0.3946 0.9950 -2.8694 0.209 0.250 0.073
H -0.5964 -0.9567 -1.6788 -0.547 -0.475 -1.320
H -0.7458 -1.3779 -0.9786 -1.626 -2.184 0.477
F -0.3728 -4.7322 2.0536 0.178 1.024 0.317
C -0.2557 -3.3723 2.2281 -0.019 -0.244 -0.580
C -0.2134 -2.5639 1.0860 -0.230 -0.471 1.141
C -0.1244 -1.1835 1.2582 0.639 -1.204 -0.090
C -0.0351 -0.6012 2.5277 -0.240 -1.599 0.663
C -0.0668 -1.4903 3.6407 0.140 0.693 -0.158
F 0.0330 -0.9565 4.9041 -0.120 -0.497 -0.618
C -0.1719 -2.8706 3.5353 -0.060 0.260 -0.538
C 0.1014 0.8427 2.5366 0.210 0.081 -0.369
C 0.1909 1.6415 3.6851 0.027 0.269 0.282
C 0.2865 3.0282 3.5646 -0.056 -0.888 -1.004
C 0.3195 3.5428 2.2528 -0.003 -0.213 0.547
C 0.2435 2.6833 1.1488 0.097 0.191 1.393
N 0.1363 1.3456 1.2638 -0.423 1.685 1.460
H -0.2672 -2.9997 0.0818 -0.018 -0.035 0.528
H -0.1912 -3.5236 4.4087 -0.011 0.287 -0.308
H 0.1714 1.1545 4.6694 -0.009 0.346 -0.660
H 0.3264 3.6561 4.4547 0.035 -0.070 -0.368
H 0.3968 4.6188 2.1402 -0.027 -0.159 -0.365
H 0.2699 3.1098 0.1696 -0.025 -0.023 -0.571
```
Positions in Å, forces in eV/Å.



Q: Which of these has the highest maximum force?
A: C7H16BNO7S